Entry 1:
50
Properties=species:S:1:pos:R:3:mulliken_spin:R:1 method="wB97M-V/def2-TZVPD" total_charge=-1 spin_multiplicity=2 s2=0.783 gap_ev="3.89 / 5.08"
Ru 1.29696 0.19230 0.28148 0.16
N 2.82156 1.94718 0.61127 0.00
C 3.06134 1.91934 2.04610 -0.01
C 1.74156 1.92931 2.79966 0.00
N 0.89590 0.80542 2.40377 0.03
H 3.55161 1.56924 0.02285 0.00
H 2.52381 2.85048 0.26751 0.00
H 3.65309 2.77915 2.40088 0.00
H 3.60945 1.00751 2.27777 0.00
H 1.21425 2.85841 2.55505 0.00
H 1.94082 1.94650 3.87849 0.00
H -0.04557 0.89791 2.77336 -0.02
H 1.27137 -0.09599 2.69494 -0.01
C -0.70085 2.54530 -1.37409 0.00
N 0.44719 1.63738 -1.33980 -0.01
C 0.82017 1.19872 -2.49564 0.00
C 1.86092 0.22948 -2.60845 0.00
C 2.45355 -0.36657 -3.72109 0.00
C 3.40811 -1.25710 -3.20520 0.00
C 3.32809 -1.15442 -1.81229 0.00
N 2.40962 -0.24560 -1.44738 0.00
C -1.91447 1.99532 -0.66509 -0.01
C -3.15424 1.92903 -1.28595 0.00
C -4.24613 1.38302 -0.62028 0.00
C -4.09778 0.88555 0.66584 0.01
C -2.85841 0.95227 1.29064 0.00
C -1.78030 1.51739 0.63086 -0.04
H -0.98104 2.76102 -2.41366 0.00
H -0.40895 3.49917 -0.91698 0.00
H 0.32457 1.53441 -3.41196 0.00
H 2.20840 -0.18369 -4.75668 0.00
H 4.07104 -1.90367 -3.75945 0.00
H 3.88759 -1.69724 -1.06559 0.00
H -3.26336 2.28449 -2.30527 0.00
H -5.20653 1.32048 -1.11736 0.00
H -4.93717 0.42592 1.17204 0.00
H -2.73105 0.52698 2.27922 0.00
H -0.77926 1.54938 1.03574 0.03
C 0.50914 -1.36106 0.59330 0.33
C -0.36677 -2.44526 0.63416 0.02
C -0.09912 -3.66175 1.34226 0.20
C -1.02088 -4.68048 1.39100 -0.13
C -2.26565 -4.57375 0.75079 0.30
C -2.54396 -3.39700 0.03691 -0.13
C -1.63700 -2.36679 -0.03068 0.18
H 0.85617 -3.76326 1.84505 0.02
H -0.77783 -5.58730 1.93708 -0.01
H -2.98541 -5.38145 0.79483 0.03
H -3.49525 -3.29221 -0.47663 -0.01
H -1.86933 -1.46343 -0.58334 0.04



Entry 2:
53
Properties=species:S:1:pos:R:3:mulliken_charge:R:1 method="wB97M-V/def2-TZVPD" gap_ev=8.44 smiles="Cc1ccc(C)c(NC(=O)Cn2nnc(-c3ccc(N4CCOCC4)cc3)n2)c1"
C 5.31626 2.53348 -5.21723 -1.50
C 4.62346 2.94819 -3.95513 0.80
C 4.29176 4.27852 -3.72640 -0.79
C 3.65246 4.65329 -2.56165 -0.74
C 3.32948 3.73093 -1.57246 0.86
C 3.69964 2.40312 -1.78743 0.25
C 4.31816 2.02148 -2.97258 -0.62
H 4.56736 0.97955 -3.11926 0.39
N 3.42696 1.38420 -0.84261 -0.10
C 3.76656 1.39962 0.45800 0.68
O 4.33982 2.29013 1.04094 -0.63
C 3.39908 0.09286 1.20306 -0.60
N 2.19056 -0.51219 0.74858 1.31
N 2.01690 -0.96543 -0.47428 -0.62
N 0.81933 -1.42621 -0.54674 -0.53
C 0.25937 -1.24753 0.67004 0.50
N 1.12570 -0.66338 1.50047 -1.02
C -1.08163 -1.64569 1.01349 0.25
C -1.58000 -1.44540 2.30079 -1.11
C -2.85791 -1.83443 2.62354 -0.34
C -3.70155 -2.43606 1.67538 1.62
C -3.18416 -2.63705 0.38737 -0.17
C -1.90215 -2.25155 0.06504 -1.43
H -1.52056 -2.40581 -0.93257 0.45
H -3.78947 -3.08590 -0.38425 0.26
N -4.95736 -2.87224 2.05067 -0.08
C -5.79786 -2.06618 2.91464 -0.67
H -5.20024 -1.43297 3.56570 0.32
C -6.72224 -1.18479 2.05984 -0.59
O -7.51154 -1.95732 1.18405 -0.41
C -6.70705 -2.74566 0.33332 -0.37
H -7.39485 -3.33101 -0.27888 0.35
C -5.78877 -3.65494 1.15960 -0.99
H -5.17686 -4.28855 0.52045 0.49
H -6.41462 -4.30078 1.78645 0.35
H -6.10162 -2.09472 -0.31631 0.32
H -7.42110 -0.63067 2.68841 0.39
H -6.10731 -0.47446 1.48380 0.32
H -6.40554 -2.73878 3.52946 0.33
H -3.20065 -1.69413 3.63699 0.40
H -0.94396 -0.98947 3.04390 0.44
H 3.28894 0.31774 2.26501 0.36
H 4.23218 -0.60498 1.06530 0.20
H 3.08220 0.50536 -1.22427 0.40
C 2.58460 4.15975 -0.34970 -1.58
H 1.77610 3.46338 -0.12848 0.32
H 2.16719 5.15401 -0.48640 0.44
H 3.25168 4.17238 0.51205 0.30
H 3.38193 5.68886 -2.41421 0.36
H 4.52460 5.02248 -4.47423 0.39
H 6.38999 2.69921 -5.12406 0.28
H 5.15289 1.47847 -5.42284 0.36
H 4.95988 3.11808 -6.06242 0.39



Number 1: DFT total energy -30706.8126 eV. Number 2: DFT total energy -35201.6753 eV.